67
Properties=species:S:1:pos:R:3 method="wB97M-V/def2-TZVPD" homo_energy_ev=-5.545 molar_mass_g_mol=455.42 spin_multiplicity=1 e_tot_ha=-2084.8808 homo_lumo_gap_ha=0.21749 total_charge=0
P 1.137 -0.071 -3.895
P -3.674 0.248 -0.846
O 0.464 -1.039 -3.013
O -4.707 0.489 -2.034
O -0.211 -1.118 -0.471
O -4.119 1.336 0.248
O 0.991 0.579 1.063
O 0.175 0.917 -4.674
O 2.002 -0.722 -5.055
O -2.227 0.281 -1.209
O 2.202 0.896 -3.153
O -4.208 -1.105 -0.186
N 1.425 -0.450 1.941
C 1.173 0.921 4.055
C 0.790 -0.361 3.261
C 1.738 1.926 -2.296
C -0.742 -0.413 3.130
C -1.268 0.752 -4.698
C -5.589 -1.243 0.164
C 2.829 0.134 -5.861
C 3.753 0.393 2.330
C 3.135 -1.994 2.624
C -3.649 1.333 1.603
C 1.227 -1.592 4.105
C -4.642 1.682 -2.821
C 3.246 -1.009 0.340
C 2.854 -0.748 1.813
C 2.706 -1.894 4.073
H 4.282 -1.345 0.272
H 1.879 0.720 4.860
H -3.049 0.442 1.795
H 0.876 -1.476 5.137
H -5.924 -2.195 -0.248
H 3.837 0.078 -5.454
H 4.160 -2.374 2.573
H 0.656 -2.476 3.790
H -1.657 1.387 -5.487
H 0.357 -0.571 0.191
H -1.117 -0.690 -0.613
H 1.945 2.952 -2.610
H -5.645 2.114 -2.812
H 3.075 -2.772 4.605
H 3.461 1.373 1.946
H -6.226 -0.408 -0.113
H -1.200 -0.811 4.036
H -4.440 1.391 -3.850
H -1.600 1.139 -3.733
H 3.131 -1.027 4.591
H -1.105 0.588 2.899
H 0.651 1.846 -2.209
H -5.587 -1.386 1.247
H 4.781 0.263 1.978
H 2.152 1.858 -1.289
H 3.774 0.507 3.412
H 2.842 -0.279 -6.868
H 2.466 1.156 -5.946
H 2.653 -1.757 -0.190
H 3.114 -0.049 -0.163
H -4.512 1.358 2.264
H 0.248 1.287 4.505
H 2.544 -2.801 2.171
H -2.997 2.201 1.685
H -1.450 -0.318 -4.771
H 0.261 -1.141 -1.341
H -3.985 2.467 -2.452
H -1.018 -1.054 2.288
H 1.556 1.672 3.366


71
Properties=species:S:1:pos:R:3 method="wB97M-V/def2-TZVPD" homo_energy_ev=-6.527 molar_mass_g_mol=487.95 spin_multiplicity=1 e_tot_ha=-2102.1631 homo_lumo_gap_ha=0.33128 total_charge=-1
Cl 0.573 -0.539 -2.642
O 4.374 -1.925 0.314
O -2.839 -1.179 -0.698
O -0.705 0.039 -3.001
O 0.505 -1.981 -2.683
O 6.348 -1.772 4.800
O -1.736 2.782 -2.175
O -5.033 2.831 1.522
O 1.549 -0.074 -3.620
O -0.677 -0.023 -7.943
O 0.959 -0.121 -1.319
O -4.902 1.324 -3.334
N 4.065 -1.153 3.042
N -2.891 0.935 1.926
N 0.185 1.015 -6.106
N 0.049 -1.281 -6.187
C -4.115 2.921 2.611
C -0.183 -0.090 -6.817
C 4.013 -1.514 4.445
C 3.145 -1.446 0.798
C -6.376 2.842 1.944
C -2.798 2.368 2.154
C -2.234 -1.002 0.544
C -2.772 2.480 -3.085
C 3.005 -1.787 2.260
C -2.802 -2.473 -1.188
C 5.227 -0.993 5.167
C 7.555 -1.258 5.294
C -3.686 1.374 -2.571
C -2.044 0.477 0.807
C 4.527 -1.622 -1.061
H 2.042 -1.382 2.583
H -3.469 -3.198 -0.701
H 2.288 -1.844 0.245
H 0.460 -1.296 -5.270
H -7.006 2.811 1.059
H -4.644 1.116 -4.238
H -6.587 1.975 2.583
H 5.080 -1.038 6.256
H 5.354 0.062 4.889
H -2.340 2.178 -4.054
H 5.368 -2.198 -1.452
H 3.024 -2.881 2.396
H -4.021 3.980 2.879
H 3.986 -2.614 4.564
H -2.060 2.600 2.930
H 8.371 -1.636 4.679
H -1.202 1.983 -2.069
H 7.723 -1.546 6.340
H -6.607 3.749 2.520
H -0.214 -2.121 -6.664
H -3.015 -2.515 -2.258
H 0.037 1.891 -6.568
H -3.354 3.381 -3.281
H -1.237 -1.474 0.531
H 3.644 -1.915 -1.636
H -3.174 0.415 -2.634
H -1.018 0.747 1.046
H 3.107 -1.128 4.917
H -1.770 -2.859 -1.146
H -2.340 0.990 -0.118
H -2.768 -1.466 1.387
H -4.511 2.343 3.456
H -3.964 1.629 -1.550
H 4.951 -1.433 2.637
H 7.591 -0.162 5.243
H -2.508 2.923 1.249
H 4.729 -0.555 -1.190
H 0.524 0.949 -5.159
H 3.098 -0.349 0.722
H -3.856 0.733 1.683


87
Properties=species:S:1:pos:R:3 method="wB97M-V/def2-TZVPD" homo_energy_ev=-10.608 molar_mass_g_mol=883.88 spin_multiplicity=1 e_tot_ha=-6161.2953 homo_lumo_gap_ha=0.35823 total_charge=0
V -0.400 0.556 -0.800
S -3.372 -0.510 -1.618
S 3.319 -2.838 -1.514
S -2.494 0.672 -3.596
S -1.684 -6.289 0.909
S 2.869 0.832 1.806
S -0.907 4.046 -1.609
S -2.215 2.017 1.875
F -3.180 -0.312 -0.035
F -0.979 0.770 -4.105
O -0.527 2.916 -0.803
O -0.119 5.319 -0.943
O -1.747 -4.997 1.548
O 2.801 -1.511 -1.348
O -2.303 4.346 -1.780
O -4.656 0.047 -1.851
O -0.386 -0.974 -0.260
O 3.171 -0.138 3.066
O -1.918 -6.154 -0.669
O -2.998 1.416 2.909
O -3.237 -1.926 -1.786
O -3.031 1.965 -3.829
O 1.735 0.245 1.164
O -2.492 -7.370 1.390
O -3.195 2.420 0.672
O 4.730 -3.110 -1.401
O 2.573 -3.865 -0.529
O -2.961 -0.464 -4.327
O 2.821 2.180 2.306
O 0.721 0.703 -1.900
O -1.150 1.311 1.230
N -2.134 0.424 -1.983
C -4.196 3.438 0.785
C -0.151 3.956 -3.227
C 3.129 -3.320 1.801
C -1.593 3.651 2.454
C 4.338 0.632 0.798
C -0.001 -6.854 0.864
C -5.485 2.921 0.217
C -2.074 -4.812 -1.217
C -0.752 -4.154 -1.504
C 2.066 -3.379 0.722
C 4.207 0.237 3.972
C -1.591 6.990 0.036
C 2.692 -3.512 -3.078
C -0.741 6.597 -1.170
C 5.479 -0.585 3.852
H 4.469 1.298 3.880
H -5.593 3.120 -0.851
H -0.680 3.165 -3.756
H 1.795 -2.985 -3.377
H 1.334 -4.113 1.058
H -0.829 -3.271 -2.143
H 3.542 -3.425 -3.753
H -0.269 -3.860 -0.570
H -1.408 6.608 -2.033
H -2.273 6.165 0.267
H 2.680 -3.350 2.794
H 3.742 -2.424 1.717
H -3.866 4.354 0.286
H -6.389 3.324 0.680
H 0.637 -6.235 0.237
H -0.896 3.340 3.232
H 4.270 -0.396 0.453
H 0.913 3.795 -3.079
H -0.334 4.908 -3.719
H 3.782 0.258 4.977
H 0.076 7.292 -1.355
H -2.727 -4.174 -0.634
H 1.572 -2.414 0.600
H 0.470 -6.842 1.849
H 2.562 -4.579 -2.916
H -4.248 3.756 1.832
H 4.083 1.278 -0.043
H -0.028 -7.898 0.559
H -2.534 -5.057 -2.176
H -1.077 4.213 1.680
H 3.793 -4.187 1.749
H 5.146 0.993 1.420
H -0.007 -4.701 -2.093
H 6.213 -0.130 3.193
H -5.632 1.844 0.311
H -2.044 7.965 -0.115
H -2.417 4.210 2.883
H 5.282 -1.638 3.645
H 5.948 -0.700 4.835
H -1.037 6.965 0.982